No. 1
{
  "formula": "C17H6F3N3O7SeW",
  "method": "ωB97M-V with the def2-TZVPD basis set",
  "lumo_energy_ha": [-0.367, -0.367],
  "de_lowest_kcal_mol": 27.4,
  "spin_multiplicity": 1,
  "e_homo_ev": [-15.88, -15.88],
  "total_charge": 2,
  "total_energy_ev": -111827.308,
  "homo_lumo_gap_ha": [0.2163, 0.2162],
  "species": ["W", "O", "C", "O", "C", "C", "C", "C", "C", "C", "O", "N", "O", "O", "N", "O", "O", "H", "H", "Se", "C", "N", "F", "C", "F", "F", "C", "C", "C", "C", "C", "C", "C", "C", "H", "H", "H", "H"],
  "positions_angstrom": [[-0.87405, -1.87128, -0.89230], [1.73839, -1.13038, -0.53490], [1.47143, -2.24636, -0.22175], [0.60221, -2.97854, -1.11167], [1.43323, -2.81408, 1.15378], [2.46608, -3.38808, 1.86888], [2.20161, -3.74027, 3.17974], [0.97525, -3.54290, 3.78272], [-0.05114, -2.98158, 3.04389], [0.17708, -2.61172, 1.73138], [-0.79203, -2.00338, 0.94370], [-1.38372, -2.82795, 3.66264], [-1.41925, -2.76997, 4.86151], [-2.32788, -2.78853, 2.89822], [3.29651, -4.35486, 3.97696], [3.02862, -4.65792, 5.11212], [4.35440, -4.49195, 3.40972], [3.45032, -3.55144, 1.45108], [0.81122, -3.83081, 4.81348], [-5.09252, -3.65343, -1.95556], [-3.60055, -3.02927, -1.64723], [-2.46858, -2.55694, -1.41929], [0.96275, 7.08681, -2.93813], [-0.30066, 6.67805, -2.88279], [-0.89331, 6.95421, -4.04452], [-0.92800, 7.35298, -1.91780], [-0.39555, 5.18708, -2.59435], [0.73877, 4.47172, -2.21633], [0.62353, 3.13315, -1.92764], [-0.64676, 2.51192, -2.02681], [-1.79083, 3.25261, -2.42217], [-1.65374, 4.58741, -2.70138], [-0.76593, 1.17810, -1.71685], [-0.86896, -0.03319, -1.43479], [1.69570, 4.96963, -2.15234], [1.48502, 2.55181, -1.62906], [-2.75103, 2.76173, -2.49693], [-2.50760, 5.17765, -3.00522]]
}

=====

No. 2
{
  "formula": "C17H27NO4S2",
  "method": "ωB97M-V with the def2-TZVPD basis set",
  "smiles": "Cc1ccsc1S(=O)(=O)N1CCC(CO)(C[C@H]2CCCCO2)CC1",
  "lumo_energy_ha": 0.025,
  "spin_multiplicity": 1,
  "e_homo_ev": -9.12,
  "total_charge": 0,
  "total_energy_ev": -49417.640,
  "homo_lumo_gap_ha": 0.3604,
  "species": ["C", "C", "C", "S", "C", "C", "H", "H", "S", "O", "O", "N", "C", "H", "C", "H", "H", "C", "C", "C", "H", "H", "H", "H", "C", "H", "H", "C", "C", "C", "C", "C", "H", "O", "H", "H", "H", "H", "H", "H", "H", "H", "C", "O", "H", "H", "H", "H", "H", "H", "H"],
  "positions_angstrom": [[5.36667, 0.30691, -1.90142], [5.15534, -0.54803, -0.69885], [4.52105, -0.15412, 0.44452], [4.45793, -1.39237, 1.63947], [5.30374, -2.46570, 0.59441], [5.60905, -1.88989, -0.59651], [6.14185, -2.38915, -1.38593], [5.52916, -3.46044, 0.92341], [3.68127, 1.35888, 0.84208], [3.73461, 1.52153, 2.26198], [4.17351, 2.41012, 0.00164], [2.09929, 1.09354, 0.42587], [1.36682, 0.15457, 1.24058], [1.67311, 0.32605, 2.27325], [-0.13296, 0.38808, 1.08175], [-0.65054, -0.37796, 1.65963], [-0.37994, 1.37151, 1.48410], [-0.58383, 0.31886, -0.38591], [0.34391, 1.20957, -1.23738], [1.82833, 0.95791, -0.98281], [2.43238, 1.70753, -1.49564], [2.12513, -0.03871, -1.34521], [0.13091, 1.05793, -2.29714], [0.14352, 2.25393, -0.99370], [-2.00901, 0.89915, -0.54415], [-1.95120, 1.97178, -0.34896], [-2.32484, 0.76710, -1.58161], [-3.13102, 0.34825, 0.34291], [-4.30827, 1.33162, 0.38720], [-5.45720, 0.74468, 1.20455], [-5.83366, -0.61921, 0.63234], [-4.58576, -1.49628, 0.57999], [-4.79533, -2.45343, 0.09727], [-3.56050, -0.90093, -0.18704], [-4.22246, -1.68440, 1.60255], [-6.59483, -1.10348, 1.24445], [-6.22566, -0.49702, -0.37901], [-6.31608, 1.41724, 1.18431], [-5.14232, 0.62928, 2.24492], [-3.97674, 2.27424, 0.82380], [-4.64522, 1.52097, -0.63403], [-2.77338, 0.19204, 1.37285], [-0.51193, -1.13535, -0.90999], [-1.09325, -2.08446, -0.06310], [-2.04725, -1.89542, -0.04840], [-0.97490, -1.16998, -1.90751], [0.53152, -1.44037, -1.01413], [1.61126, -0.88262, 0.96723], [6.40601, 0.24735, -2.21915], [5.11801, 1.33891, -1.67367], [4.74367, -0.04020, -2.72580]]
}

=====

No. 3
{
  "formula": "C5H7NO",
  "method": "ωB97M-V with the def2-TZVPD basis set",
  "smiles": "[H]/N=C\\CC#C.C=O",
  "lumo_energy_ha": 0.033,
  "de_lowest_kcal_mol": 76.6,
  "spin_multiplicity": 1,
  "e_homo_ev": -9.64,
  "total_charge": 0,
  "total_energy_ev": -8832.881,
  "homo_lumo_gap_ha": 0.3876,
  "species": ["O", "C", "N", "C", "C", "C", "C", "H", "H", "H", "H", "H", "H", "H"],
  "positions_angstrom": [[-3.12575, -0.88503, 0.48068], [-2.87858, 0.11762, 1.10941], [-0.41301, 0.59546, 0.39822], [-0.10904, -0.50930, -0.13750], [1.20531, -0.87184, -0.80494], [2.19273, 0.20485, -0.73169], [2.94835, 1.13695, -0.62979], [-3.10736, 1.12900, 0.72712], [0.36582, 1.25872, 0.33584], [-0.87069, -1.29650, -0.13403], [-2.43921, 0.08555, 2.12323], [1.59762, -1.78468, -0.33840], [0.99926, -1.13209, -1.85150], [3.63455, 1.95129, -0.54666]]
}

=====

No. 4
{
  "formula": "C25H47Cl3FN4O3S",
  "method": "ωB97M-V with the def2-TZVPD basis set",
  "smiles": "CCCCCCCN1[C@H](O)[C@@](Cl)(CCO)[N@+](N)(/C(Cl)=C(\\C)Cl)[C@H](CCCCN(C)C(C)=O)[C@]1(S)CCF",
  "lumo_energy_ha": -0.102,
  "spin_multiplicity": 1,
  "e_homo_ev": -11.53,
  "total_charge": 1,
  "total_energy_ev": -89901.187,
  "homo_lumo_gap_ha": 0.3219,
  "species": ["C", "C", "C", "C", "C", "C", "C", "N", "C", "O", "C", "Cl", "C", "C", "O", "N", "N", "C", "Cl", "C", "C", "Cl", "C", "C", "C", "C", "C", "N", "C", "C", "C", "O", "C", "S", "C", "C", "F", "H", "H", "H", "H", "H", "H", "H", "H", "H", "H", "H", "H", "H", "H", "H", "H", "H", "H", "H", "H", "H", "H", "H", "H", "H", "H", "H", "H", "H", "H", "H", "H", "H", "H", "H", "H", "H", "H", "H", "H", "H", "H", "H", "H", "H", "H", "H"],
  "positions_angstrom": [[2.18296, 2.37636, 3.58155], [1.63133, 3.29055, 2.48373], [2.71568, 4.09267, 1.75806], [3.71781, 3.26572, 0.92672], [3.49190, 3.40945, -0.58330], [2.28112, 2.62678, -1.08833], [2.55727, 1.13880, -1.30697], [1.33847, 0.30517, -1.22032], [0.75872, 0.04564, -2.52470], [0.62319, 1.24878, -3.23049], [-0.69728, -0.48102, -2.43106], [-1.60197, 0.82377, -1.62112], [-1.30382, -0.75033, -3.82401], [-0.36627, -1.11859, -4.99398], [0.11457, -0.01706, -5.73854], [-0.67819, -1.81253, -1.58062], [0.06807, -2.67388, -2.48793], [-2.00093, -2.49340, -1.27198], [-3.43354, -1.61792, -1.53377], [-2.05481, -3.74581, -0.80265], [-0.95518, -4.74538, -0.52993], [-3.61233, -4.37408, -0.44616], [0.08241, -1.58492, -0.24851], [-0.87548, -0.94672, 0.78247], [-1.14145, -1.82214, 2.02198], [-2.60674, -1.83223, 2.45805], [-3.02708, -0.51692, 3.11147], [-3.23292, 0.55953, 2.12120], [-2.59650, 1.82615, 2.51931], [-4.63724, 0.80917, 1.87332], [-4.95130, 1.23001, 0.46959], [-5.46088, 0.68398, 2.72782], [1.46443, -0.86616, -0.39637], [2.77956, -2.00911, -1.18642], [1.94740, -0.48799, 1.04183], [3.25802, -1.02332, 1.58552], [4.34466, -0.41299, 0.98154], [1.50709, 1.54274, 3.79324], [3.15249, 1.95200, 3.31135], [2.30721, 2.92619, 4.51560], [0.94078, 4.00254, 2.94604], [1.02545, 2.72325, 1.76680], [2.23644, 4.83410, 1.11169], [3.25565, 4.66632, 2.51806], [3.66660, 2.21056, 1.21813], [4.73778, 3.57920, 1.15908], [3.32372, 4.46843, -0.79507], [4.38857, 3.11457, -1.13831], [1.45164, 2.72543, -0.38037], [1.91803, 3.05192, -2.02458], [3.00880, 1.00649, -2.29951], [3.29662, 0.76351, -0.60024], [1.36361, -0.65304, -3.10996], [1.17344, 1.21727, -4.02474], [-2.07501, -1.51860, -3.75176], [-1.83895, 0.16306, -4.08600], [-0.90652, -1.81787, -5.64300], [0.52087, -1.63996, -4.64719], [-0.61479, 0.57790, -5.95449], [-0.61571, -3.26258, -2.95330], [0.71895, -3.23158, -1.95315], [-1.40737, -5.68168, -0.21361], [-0.29787, -4.42698, 0.27825], [-0.36217, -4.97097, -1.41386], [0.33387, -2.58194, 0.10123], [-0.45485, 0.01418, 1.07671], [-1.82572, -0.67004, 0.34088], [-0.56648, -1.42773, 2.86888], [-0.77596, -2.84353, 1.87186], [-2.74264, -2.62572, 3.19785], [-3.25901, -2.04218, 1.60300], [-3.92521, -0.65500, 3.71551], [-2.23880, -0.20819, 3.80478], [-2.58586, 2.52041, 1.67580], [-3.10970, 2.30806, 3.35986], [-1.56311, 1.62709, 2.80398], [-4.80958, 0.36998, -0.18682], [-5.97931, 1.57929, 0.40470], [-4.26590, 2.01341, 0.14010], [2.47947, -3.14267, -0.53484], [1.20658, -0.79548, 1.78004], [1.97221, 0.60202, 1.10759], [3.36081, -2.10131, 1.45392], [3.30028, -0.80429, 2.65362]]
}

=====

No. 5
{
  "formula": "C12H14BN9Ti",
  "method": "ωB97M-V with the def2-TZVPD basis set",
  "lumo_energy_ha": [-0.003, -0.066],
  "de_lowest_kcal_mol": 76.8,
  "spin_multiplicity": 3,
  "e_homo_ev": [-7.25, -8.28],
  "total_charge": 0,
  "total_energy_ev": -49871.321,
  "homo_lumo_gap_ha": [0.2637, 0.2378],
  "species": ["H", "N", "B", "N", "C", "Ti", "H", "C", "H", "C", "H", "C", "H", "H", "H", "N", "N", "N", "N", "C", "C", "H", "H", "C", "C", "C", "C", "H", "H", "H", "H", "H", "N", "C", "N", "C", "N"],
  "positions_angstrom": [[-2.16223, -2.03417, 1.59008], [-1.38003, -0.58132, 0.24190], [-1.06662, 1.25175, -1.45734], [-1.97696, 0.31663, -0.61121], [-3.31603, 0.17106, -0.56632], [0.93733, -0.65953, 0.23296], [-3.94367, 0.78800, -1.19247], [-3.61071, -0.83712, 0.35532], [-4.58070, -1.19810, 0.62826], [-2.36395, -1.27839, 0.84744], [-1.72208, 1.95501, -2.16902], [2.74251, -0.92688, 0.59439], [3.06731, -1.66059, 1.35681], [2.61851, 0.08073, 1.08424], [3.51135, -0.89621, -0.19931], [-0.14813, 0.29167, -2.27948], [-0.15173, 2.06975, -0.50357], [0.62900, -0.66086, -1.60139], [0.75380, 1.45150, 0.34829], [0.01031, 0.14326, -3.59760], [-0.09620, 3.39818, -0.31622], [-0.51895, 0.79065, -4.26148], [-0.72000, 4.04615, -0.91506], [0.90158, -0.91770, -3.83819], [0.83407, 3.67118, 0.68832], [1.27634, -1.40857, -2.57693], [1.33649, 2.42922, 1.09394], [1.22220, -1.27813, -4.77530], [1.10582, 4.63452, 1.07056], [1.92930, -2.21338, -2.29208], [2.05789, 2.20133, 1.86474], [1.56455, -2.02392, -0.19529], [0.42951, -1.41079, 2.12380], [0.41573, -1.66910, 3.26327], [0.48256, -1.75549, 4.52784], [0.10860, -2.74329, 5.31820], [-0.17675, -3.53704, 6.11789]]
}

=====

No. 6
{
  "formula": "C19H21BrN2O4PPd",
  "method": "ωB97M-V with the def2-TZVPD basis set",
  "lumo_energy_ha": -0.114,
  "de_lowest_kcal_mol": 42.1,
  "spin_multiplicity": 1,
  "e_homo_ev": -10.52,
  "total_charge": 1,
  "total_energy_ev": -114019.923,
  "homo_lumo_gap_ha": 0.2726,
  "species": ["Pd", "Br", "C", "C", "C", "C", "C", "C", "C", "C", "C", "C", "H", "H", "H", "H", "H", "H", "N", "C", "P", "O", "O", "C", "N", "H", "H", "H", "H", "H", "H", "H", "H", "H", "H", "O", "C", "O", "C", "C", "C", "C", "C", "C", "H", "H", "H", "H", "H"],
  "positions_angstrom": [[-0.08343, -0.64801, -0.33169], [-0.40330, -3.20219, -0.67278], [1.12411, -3.26019, -1.76355], [1.37126, -4.30966, -2.58587], [2.58149, -4.29777, -3.32638], [3.48198, -3.28657, -3.16429], [3.21949, -2.20354, -2.28227], [4.15231, -1.15188, -2.07094], [3.83801, -0.10012, -1.26397], [2.56092, -0.01996, -0.64507], [1.65940, -1.02037, -0.81749], [1.98447, -2.16192, -1.60521], [0.67660, -5.13277, -2.66920], [2.78602, -5.10785, -4.01248], [4.41212, -3.28933, -3.71718], [5.11446, -1.19991, -2.56389], [4.55044, 0.69879, -1.10838], [2.29472, 0.86241, -0.06945], [2.43878, -1.04940, 3.86749], [1.04626, -1.19456, 4.43358], [0.16719, -0.00311, 3.36678], [0.68901, 1.33930, 3.74511], [0.32317, -0.59404, 2.00085], [-1.65412, 0.11782, 3.48193], [-1.89896, 1.11442, 2.34666], [2.41310, -1.29450, 2.86848], [3.13170, -1.61935, 4.35256], [2.71151, -0.05731, 3.91143], [1.06978, -0.92312, 5.48534], [0.73200, -2.22555, 4.28894], [-2.02593, 0.56422, 4.40070], [-2.16628, -0.81328, 3.25377], [-2.88201, 1.35977, 2.24177], [-1.52883, 0.78346, 1.42019], [-1.35742, 1.96697, 2.52752], [-1.95285, 0.11677, -1.53317], [-1.92238, 1.21005, -0.94460], [-1.15376, 1.42810, 0.07187], [-2.81962, 2.31919, -1.39170], [-2.48564, 3.64192, -1.11710], [-3.30053, 4.66804, -1.57077], [-4.45890, 4.37074, -2.27696], [-4.80678, 3.04972, -2.52702], [-3.98162, 2.02284, -2.09501], [-1.58508, 3.85050, -0.55602], [-3.03366, 5.69829, -1.37667], [-5.08866, 5.17156, -2.64165], [-5.71685, 2.82272, -3.06597], [-4.22366, 0.98866, -2.29823]]
}